77
Properties=species:S:1:pos:R:3 method="wB97M-V/def2-TZVPD" homo_ev=-12.079 e_tot_ha=-5593.93988 fmax_ev_per_a=4.75 molar_mass_g_mol=705.19 orbital_gap_ha=0.3697 total_charge=+1 de_lowest_kj_mol=171.67
C -2.812 4.263 -3.822
H 1.109 -0.992 5.408
C 5.697 -1.088 3.683
H 6.374 -1.044 4.536
H -1.664 -1.196 -3.134
H -3.762 4.719 -4.099
H -4.953 -3.284 -2.422
H -1.809 0.201 -4.251
H -3.129 2.183 -4.199
S -1.611 -2.486 0.327
S 2.174 0.187 3.493
H -3.941 2.675 -2.725
C -1.445 -0.138 -3.282
C 1.971 -1.089 4.749
H -2.476 5.698 0.827
H 4.954 -2.830 -2.561
H 5.047 -1.935 3.901
O -1.042 1.184 1.850
H -0.240 -4.373 -0.329
F 1.479 2.072 0.584
H 4.633 0.244 4.847
O -0.565 -1.429 0.487
H -2.545 -3.747 -2.550
O 3.721 -0.065 3.005
H -4.129 3.398 -0.214
O -1.957 -2.472 -1.280
C 3.451 -4.490 -2.653
O -2.380 3.032 0.748
H 4.067 -5.084 -3.328
H 4.244 -0.875 0.536
C -3.052 2.840 -3.333
O -0.944 0.746 -0.879
C -3.113 5.208 0.091
H 2.791 -0.808 5.410
C -2.998 -3.267 -1.683
H 1.899 -2.067 4.272
O -2.833 -2.332 1.070
H -1.058 2.932 4.045
H -4.132 3.890 1.558
O -3.380 0.474 -1.685
H -1.763 -4.837 0.340
H -3.884 5.900 -0.249
H -2.324 4.830 -3.030
S 2.805 -0.821 -1.422
C -0.900 -4.197 0.521
H 5.429 1.055 3.411
S -2.149 2.121 2.109
H -0.457 -4.344 1.506
Zn 0.365 0.428 0.606
H -4.275 -1.684 -2.524
H 6.204 -1.228 2.728
C -3.575 3.823 0.623
H 2.420 -4.554 -3.000
O 2.826 -0.198 -2.786
C -1.588 3.476 3.263
C 4.856 0.205 3.780
C -4.304 -2.579 -1.901
S -2.018 0.872 -1.908
H 5.271 -0.342 -0.692
O 2.130 1.484 4.195
O 1.331 -0.084 2.336
H -2.395 3.984 3.791
C 3.886 -3.012 -2.678
C 4.226 -0.292 -0.385
H -0.991 4.235 2.757
H 3.409 -4.943 -1.662
H -4.713 -2.366 -0.914
H -2.165 4.225 -4.699
O -3.429 1.570 2.505
O -1.913 2.375 -2.650
H -2.543 4.972 -0.807
O 1.596 -0.646 -0.591
H 3.505 -2.602 -3.613
H 3.878 0.714 -0.148
O 3.212 -2.438 -1.567
H -3.225 -4.048 -0.956
H -0.379 0.092 -3.287

70
Properties=species:S:1:pos:R:3 method="wB97M-V/def2-TZVPD" multiplicity=6 homo_ev="-12.272 / -12.802" e_tot_ha=-3748.04285 fmax_ev_per_a=1.29 molar_mass_g_mol=545.62 orbital_gap_ha="0.3411 / 0.3436" total_charge=+1 de_lowest_kj_mol=0.00
C 3.251 0.898 0.832
O -0.895 -0.687 0.191
C 0.377 -3.731 -0.865
H 3.144 -0.036 1.382
O -2.951 -1.995 3.467
S -1.828 -3.056 3.813
H 3.864 1.582 1.419
H -4.742 -0.269 2.581
H 3.423 -5.242 -2.575
H 4.093 -2.375 -1.788
O -2.365 2.853 -2.785
H -0.606 1.909 2.981
H 0.577 -4.797 -0.923
Mn 0.600 0.224 -0.650
H 4.193 -4.113 -3.671
H 2.554 -2.827 -2.520
H -4.339 2.881 -3.446
H -2.634 -2.184 1.399
H 3.405 0.011 -1.164
H 3.673 3.656 1.203
C -0.190 2.071 1.986
C 2.630 3.886 0.967
O -3.164 1.850 -0.696
H -0.126 3.151 1.853
C 4.067 -4.362 -2.616
O -1.994 -3.352 5.184
H 4.925 0.142 -0.291
H -1.982 0.180 -3.539
H 1.138 0.380 2.261
H -3.142 4.571 -4.729
H -4.079 3.738 -1.930
O 1.680 -1.578 -0.257
C 1.967 2.849 0.090
C -3.403 4.796 -3.697
H 2.123 4.001 1.924
H -4.295 5.419 -3.681
H -0.895 1.674 1.256
H -0.550 -3.477 -0.355
C 1.187 1.425 1.940
H -4.351 -0.470 0.846
H 0.435 -2.644 4.049
C -3.967 -0.533 1.866
H -0.568 -1.138 4.097
N 1.892 1.458 0.632
C 3.975 0.642 -0.482
S 1.686 -2.994 0.037
H 2.654 4.844 0.452
H -4.221 -2.666 1.982
C -3.429 -1.926 2.099
O -0.843 1.621 -1.461
O 1.635 -3.429 1.378
H -3.702 0.415 -3.082
C -2.690 0.271 -2.717
O 2.970 -3.627 -0.604
C -3.650 3.539 -2.908
H 0.936 3.177 -0.068
C -0.382 -2.083 3.596
H -0.171 -1.979 2.535
H 4.237 1.584 -0.967
S -2.253 1.682 -1.770
C 3.388 -3.196 -1.923
H 2.403 2.815 -0.908
H -1.676 -0.341 0.645
H -2.600 -0.583 -2.047
H 5.041 -4.595 -2.197
H 1.814 1.886 2.716
H 0.369 -3.309 -1.869
O -1.853 -4.076 2.820
H -3.178 0.223 1.944
H -2.589 5.363 -3.243

64
Properties=species:S:1:pos:R:3 method="wB97M-V/def2-TZVPD" smiles="CCNOC(=O)NS.CC(C)O.CC(C)O.CC(C)O.CC(C)O" homo_ev=-8.983 e_tot_ha=-1554.53764 fmax_ev_per_a=5.76 molar_mass_g_mol=376.56 orbital_gap_ha=0.3490 total_charge=0
H -6.019 5.057 4.917
H -3.088 -1.301 2.393
H 6.791 0.935 -1.786
C -3.775 5.407 3.325
N 1.290 1.258 -2.466
H -1.014 -3.429 -7.499
H 2.642 -1.026 0.833
C -2.778 -0.579 4.180
H 4.640 2.991 -2.714
H 2.500 -4.693 -6.951
O 2.953 -3.237 2.285
C -2.126 0.707 3.697
C 5.015 1.018 -3.037
H -4.706 -1.295 4.840
H -1.071 0.540 3.469
H 0.482 -1.586 3.870
H 0.191 -4.576 -8.108
H -2.260 -0.943 5.069
H 1.126 -1.909 0.819
H -4.262 5.776 2.418
O 3.344 1.988 -1.631
C 2.226 -2.071 2.675
H -2.199 1.494 4.449
O -4.289 3.109 2.781
O 2.726 -0.059 -1.279
S 0.937 0.101 -3.707
C -5.893 4.315 4.127
C 2.298 -3.708 -6.528
O 0.575 -2.204 -5.749
H 0.415 -4.218 -5.631
H 4.475 0.229 -3.536
H 0.545 1.184 -1.781
C -4.424 4.112 3.789
H 2.359 -3.790 1.764
C 2.507 0.955 -1.751
H 5.310 0.747 -0.885
H -3.841 6.180 4.091
H 5.896 -0.542 -1.874
H 1.368 -3.021 4.417
H 1.264 -1.088 -3.159
C 1.037 -2.464 3.539
N 4.109 2.139 -2.814
H -4.380 0.393 5.274
H 0.401 -2.834 -8.358
H -6.343 3.377 4.455
C 1.785 -1.297 1.442
H 2.917 -1.462 3.260
C 0.053 -3.594 -7.654
H -3.897 3.734 4.666
H -2.724 5.243 3.084
C 0.805 -3.485 -6.337
H 2.715 -2.951 -7.198
H 5.731 1.374 -3.760
C -4.249 -0.365 4.500
H 0.355 -3.112 2.983
O -2.636 -1.599 3.191
H -2.604 1.062 2.782
H 1.249 -0.386 1.721
C 5.795 0.530 -1.822
H -4.748 3.419 1.992
H -4.792 -0.042 3.607
H 2.823 -3.622 -5.576
H -6.446 4.650 3.245
H 0.912 -1.533 -6.355

80
Properties=species:S:1:pos:R:3 method="wB97M-V/def2-TZVPD" homo_ev=-11.741 e_tot_ha=-3479.29059 fmax_ev_per_a=5.58 molar_mass_g_mol=674.38 orbital_gap_ha=0.2640 total_charge=+1
O -3.053 -0.553 -0.606
C 2.466 0.012 -1.059
H 2.961 -0.290 -0.134
H -6.934 -2.235 0.430
C 0.760 1.048 -3.353
C 1.019 -0.039 4.821
P 0.674 1.984 -0.897
C -7.140 -1.313 -0.106
H 0.916 0.760 5.529
C 0.906 3.303 1.353
H 5.017 1.811 5.338
O 3.102 -2.033 6.422
P 2.878 4.302 5.124
P -4.648 -0.814 -0.731
H -2.889 -5.135 -3.600
H 5.753 2.790 4.053
C 4.832 2.589 4.597
H -2.205 -3.733 -2.771
H -1.846 -6.573 -5.254
O 0.577 3.379 -1.353
H 0.016 1.191 -4.133
H -1.397 -1.242 -1.608
H -7.983 -0.815 0.368
H 1.524 1.816 -3.427
H 4.076 2.243 3.890
H 1.402 -2.980 -7.474
H 1.307 -4.283 -8.663
O 0.064 1.093 -2.095
H -7.374 -1.523 -1.147
H 1.826 3.762 1.004
O 0.315 -4.685 -6.942
C 0.748 -3.727 -7.914
O -1.969 -4.818 -6.405
O 2.384 3.473 6.424
O 2.810 4.201 3.512
O 0.723 2.027 0.720
H 1.212 0.065 -3.479
C -2.400 -6.148 -6.091
O -4.766 -2.238 -1.095
H 1.354 4.906 7.553
H -2.836 -1.088 -2.633
C 2.141 -0.672 4.421
H 3.130 -0.190 -1.897
O 2.751 5.729 5.444
H -0.115 -3.253 -8.376
H 3.088 4.713 7.932
C -2.313 -4.220 -3.738
O 4.420 3.779 5.271
H -2.271 -6.780 -6.968
H 1.555 -0.574 -1.190
H 0.976 3.120 2.420
C 3.876 4.778 2.740
H -3.727 1.716 -1.164
H -0.013 -2.236 2.652
O 2.205 1.415 -1.014
O -6.037 -0.401 -0.029
C -2.279 -0.639 -1.814
O -4.893 0.178 -2.000
C -4.404 1.525 -1.998
H -2.843 -3.557 -4.417
O -0.612 -2.710 -5.772
N 1.811 -1.621 3.482
H -5.248 2.210 -1.941
H 3.416 5.353 1.940
H 0.060 3.961 1.174
H 4.511 5.423 3.338
H -3.457 -6.114 -5.829
N 0.003 -0.655 4.118
O -0.999 -4.551 -4.202
H -3.866 1.698 -2.929
H -0.980 -0.439 4.171
O 3.385 -0.443 4.842
P -0.626 -4.186 -5.734
H 4.473 3.980 2.299
H -1.955 0.351 -2.100
C 2.173 4.199 7.647
N 3.592 -1.025 6.283
C 0.494 -1.580 3.333
H 1.914 3.461 8.402
H 2.478 -2.233 3.039

76
Properties=species:S:1:pos:R:3 method="wB97M-V/def2-TZVPD" multiplicity=2 homo_ev="-14.680 / -14.679" e_tot_ha=-3886.76878 fmax_ev_per_a=4.13 molar_mass_g_mol=825.19 orbital_gap_ha="0.3506 / 0.0793" total_charge=+2
C -2.948 0.368 -3.181
H -3.581 3.262 0.423
H -1.516 -0.352 -4.651
O 0.451 -1.226 0.884
H 4.360 5.539 -1.392
H 3.053 5.819 -0.147
O 2.598 -1.713 2.780
H 1.263 -5.445 4.168
H -3.789 -1.897 0.147
C -1.813 -0.866 2.299
H -4.223 0.998 1.357
H 4.289 -2.358 5.232
C 3.146 -5.857 5.177
H -4.039 -4.162 -1.000
H -5.279 1.700 0.158
H -2.599 1.369 -2.927
C -3.266 2.346 -0.077
S -0.595 2.732 -0.330
H -2.761 -1.340 2.551
H 2.620 5.825 -3.159
H 4.114 -5.369 5.289
S -0.776 -1.933 1.218
H 3.276 -6.613 4.403
C -1.820 -0.558 -3.625
O 0.611 2.029 0.119
H -3.053 -3.313 0.914
C 0.307 -2.794 -2.638
H -2.003 0.056 1.750
O 4.001 3.721 -3.345
H 2.339 1.983 -4.694
H 1.450 -4.587 5.591
H 1.392 6.139 -1.964
S 2.822 3.088 -2.698
S 2.099 -2.431 3.939
C -3.085 -3.649 -1.126
H 3.301 -0.953 5.604
C 2.034 -4.924 4.735
H -4.275 0.362 -0.313
C 3.269 -2.028 5.428
H -0.738 4.268 1.531
O -0.853 2.934 -1.739
H 2.800 -6.291 6.116
H 2.827 -2.537 6.285
H 0.827 2.172 -3.799
O -0.828 -0.299 -2.615
S 0.671 -0.924 -2.805
H -2.377 -4.478 -1.121
C -3.044 -2.683 0.024
O 1.991 4.266 -1.918
H -3.150 -3.171 -2.103
H -1.269 -0.564 3.194
H -0.148 -3.045 -1.680
C 1.732 2.686 -4.124
O 0.739 -2.364 4.344
H -1.509 4.945 0.063
H 1.237 -3.321 -2.849
O 2.988 1.902 -1.822
H -2.126 -1.604 -3.625
O -1.963 1.955 0.341
H 0.248 4.940 0.075
C -0.635 4.427 0.458
H -3.588 0.468 -4.058
O 1.431 -0.546 -1.648
O -0.737 -3.217 1.841
C -4.292 1.262 0.301
H -3.485 0.003 -2.306
H -0.455 -2.987 -3.392
H 3.599 7.181 -1.109
O 1.192 -0.636 -4.127
O 2.554 -4.006 3.791
H 1.560 3.627 -4.646
O -1.788 -1.946 -0.127
Tl 2.860 0.389 0.729
H -3.451 2.490 -1.141
C 3.466 6.100 -1.116
C 2.345 5.635 -2.121

60
Properties=species:S:1:pos:R:3 method="wB97M-V/def2-TZVPD" homo_ev="-4.374 / -4.381" e_tot_ha=-1689.81146 fmax_ev_per_a=3.62 molar_mass_g_mol=417.74 orbital_gap_ha="0.1429 / 0.1435" total_charge=0
C 1.804 -4.074 0.040
H -2.577 -3.167 -1.209
H -2.895 1.491 -2.181
H -2.012 0.675 -4.363
C -0.972 0.689 3.992
H 0.401 3.078 4.191
H -1.325 1.066 -0.415
C -2.133 -2.685 1.804
H 2.744 0.363 -2.891
H -0.692 2.425 -2.279
H -1.052 -0.398 3.917
C 3.440 1.178 -0.057
H 1.995 -3.660 -2.595
H 1.149 -3.961 0.918
H 2.290 0.976 2.878
C 0.174 2.734 3.174
C -0.205 0.864 1.683
H -4.602 -0.943 1.264
H -0.781 3.160 2.875
C 1.638 3.242 -0.662
H -1.931 -2.209 2.769
Si -1.447 1.163 -2.068
C 1.487 0.622 3.535
P 1.859 1.457 -0.906
H -4.142 -2.770 -0.412
H 3.360 1.443 1.004
H -3.020 -3.319 1.906
H 3.338 -2.511 -2.293
H -1.015 1.583 1.462
C -1.256 0.208 -3.709
H 2.781 -4.476 0.331
H -3.839 0.437 0.405
P -2.300 -1.449 0.475
C 2.000 -2.759 -0.645
H -1.272 -3.329 1.583
C -3.214 -2.362 -0.817
C 2.263 -2.704 -2.125
H -1.941 1.099 3.700
H 0.757 3.593 -1.207
C 0.149 1.206 3.095
H 1.506 3.469 0.403
H 1.462 -0.468 3.463
H -0.787 0.950 5.041
H 1.699 0.920 4.571
H 4.184 1.822 -0.547
H -1.481 -0.866 -3.595
H 1.663 -1.925 -2.645
Zr -0.051 -0.218 -0.094
H 1.585 1.647 -3.319
H -3.384 0.086 2.074
H 0.921 3.145 2.493
C -3.666 -0.379 1.119
H -0.255 0.352 -4.151
H 2.543 3.729 -1.041
H 1.292 -4.780 -0.650
C 2.400 1.374 -2.640
O 1.630 -1.666 -0.059
H 3.737 0.124 -0.139
H 3.233 2.080 -2.744
H -3.426 -1.698 -1.663

67
Properties=species:S:1:pos:R:3 method="wB97M-V/def2-TZVPD" homo_ev=-3.547 e_tot_ha=-1503.72497 fmax_ev_per_a=0.87 molar_mass_g_mol=400.30 orbital_gap_ha=0.2210 total_charge=-1
H -0.859 -2.845 -0.672
F -3.404 -1.601 -2.403
H 0.799 -0.592 -3.810
H 2.424 2.612 -2.109
C -1.260 6.421 -1.893
H -0.950 4.015 -2.733
C -1.739 2.708 -1.400
O 2.654 -2.162 -1.632
H -2.003 1.975 -2.164
H -0.601 4.993 -0.465
H 1.521 3.729 -1.056
Al 0.288 -3.620 -3.214
B 1.620 -2.014 -2.589
H 0.209 -3.115 6.483
H -1.056 -1.153 -1.248
C 1.441 3.028 -1.893
H -1.235 7.257 -1.188
H 3.361 -3.137 1.391
H 0.423 -3.313 3.688
C -1.575 -2.087 -1.002
O 1.492 -2.405 1.245
H -2.353 5.243 -0.493
C -0.480 2.211 -0.700
H 2.990 -1.874 2.561
C 2.261 -3.880 3.052
H 1.875 -4.725 2.479
O -0.458 -1.535 5.317
N 1.482 -0.638 -3.062
H 1.105 3.577 -2.779
H 0.756 -4.202 -4.682
H 0.227 -4.866 -2.147
H 2.047 -1.635 4.564
H -0.179 -1.831 2.351
N 1.300 -3.590 4.111
H -2.256 -1.881 -0.166
H -2.405 -1.596 4.783
H -2.089 6.583 -2.589
C -1.583 -2.819 -3.457
H -1.569 -3.150 4.595
C -1.665 -2.260 5.226
C 0.590 -2.211 5.998
H 2.560 -2.945 5.637
C -0.144 6.383 -3.998
H -0.150 2.887 0.101
H -0.730 1.255 -0.231
C -2.364 -2.590 -2.197
H 0.859 6.483 -4.409
C 1.716 -2.564 5.051
C -1.468 5.132 -1.129
H -0.759 7.215 -4.360
H 0.188 -0.884 0.908
H 2.273 -2.475 -0.802
H -2.151 -3.503 -4.102
N -1.684 4.020 -2.036
H -1.526 -1.859 -3.992
H 0.971 -1.540 6.775
O 0.593 1.945 -1.579
H 3.197 -4.210 3.517
H 1.184 -0.684 2.368
O -0.022 6.409 -2.593
H -2.917 -3.492 -1.908
C 0.634 -1.405 1.754
C 2.585 -2.765 2.065
H -2.558 2.711 -0.672
H 1.165 -0.013 -2.325
H -2.017 -2.574 6.215
H -0.582 5.447 -4.361